# 1
Molecular formula: C5H8O2S
Method: DFT, the ωB97M-V functional and the def2-TZVPD basis

CARTESIAN COORDINATES (ANGSTROEM)
C -0.69 0.12 0.85
C -1.95 -0.45 0.27
C 0.53 0.08 0.23
C 0.78 -0.79 -0.98
C 1.64 0.77 0.92
O -1.98 -1.24 -0.88
O -1.17 1.20 -1.67
S -2.26 0.34 -1.27
H -0.91 0.66 1.78
H -2.68 -0.41 0.95
H 0.41 -0.23 -1.82
H 0.39 -1.74 -0.85
H 1.81 -0.92 -1.01
H 2.40 1.16 0.22
H 2.34 0.07 1.45
H 1.33 1.39 1.81

The relative energy (zero: lowest compared OMol25 entry of this formula, charge and spin) comes out at 301.3 kJ/mol. The value obtained for the LUMO energy is 0.02887 Ha. The HOMO-LUMO gap is 0.3504 Ha. The calculated total energy comes out at -20241.80534 eV.

And the Löwdin charges, in e, turn out to be:
1 C -0.07
2 C -0.45
3 C -0.31
4 C -0.03
5 C -0.08
6 O -0.27
7 O -0.46
8 S 1.02
9 H 0.12
10 H 0.07
11 H 0.07
12 H 0.06
13 H 0.06
14 H 0.09
15 H 0.09
16 H 0.09


# 2
Molecular formula: C5H8O2Tb
Method: DFT, the ωB97M-V functional and the def2-TZVPD basis

CARTESIAN COORDINATES (ANGSTROEM)
O 0.27 -0.16 -0.29
C -0.17 1.01 -0.56
Tb 1.18 3.34 -0.82
O -1.46 1.09 -0.71
C -2.33 0.00 -0.58
C -3.61 0.24 -0.36
H -4.32 -0.58 -0.42
H -1.88 -0.99 -0.66
H -3.99 1.25 -0.21
H 1.32 -0.46 -0.78
C 2.06 -0.46 1.33
H 2.21 0.60 1.53
H 1.43 -1.09 1.97
C 2.77 -1.06 0.29
H 3.68 -0.56 -0.05
H 2.83 -2.15 0.30

Its total charge is +2. The relative energy (zero: lowest compared OMol25 entry of this formula, charge and spin) comes out at 0.0 kJ/mol. The value obtained for the LUMO energy (spin up / spin down) is -0.32786 / -0.35799 Ha. Its spin multiplicity is 8. The expectation value of S² is 15.775. The HOMO-LUMO gap (spin up / spin down) is 0.2739 / 0.2439 Ha. The calculated total energy comes out at -31820.78750 eV.

And the Löwdin charges, in e, turn out to be:
1 O -0.07
2 C -0.46
3 Tb 1.81
4 O -0.05
5 C -0.15
6 C 0.12
7 H 0.10
8 H 0.13
9 H 0.09
10 H 0.24
11 C 0.00
12 H 0.06
13 H 0.09
14 C -0.08
15 H 0.07
16 H 0.08


# 3
Molecular formula: C5H8O3
Method: DFT, the ωB97M-V functional and the def2-TZVPD basis

CARTESIAN COORDINATES (ANGSTROEM)
O -0.36 -1.76 -1.91
C 0.15 -0.74 -2.32
C 0.80 0.20 -1.33
C 1.20 -0.34 -0.03
C 0.00 -0.57 0.83
C -0.54 0.70 1.33
O -1.42 1.34 0.84
O 0.03 1.09 2.46
H 0.14 -0.56 -3.45
H 0.09 1.03 -1.21
H 1.54 0.70 -1.97
H 2.16 0.14 0.39
H 1.40 -1.47 -0.30
H 0.25 -1.35 1.59
H -0.79 -1.15 0.22
H -0.45 1.89 2.87

The relative energy (zero: lowest compared OMol25 entry of this formula, charge and spin) comes out at 107.4 kJ/mol. The structure (SMILES) is O=CCCCC(=O)O. The value obtained for the LUMO energy is 0.02565 Ha. The HOMO-LUMO gap is 0.3903 Ha. The calculated total energy comes out at -11456.40555 eV.

And the Löwdin charges, in e, turn out to be:
1 O 0.03
2 C -0.23
3 C -0.21
4 C -0.21
5 C -0.14
6 C -0.60
7 O 0.11
8 O 0.10
9 H 0.14
10 H 0.12
11 H 0.12
12 H 0.15
13 H 0.15
14 H 0.14
15 H 0.15
16 H 0.18


# 4
Molecular formula: C5H8O3
Method: DFT, the ωB97M-V functional and the def2-TZVPD basis

CARTESIAN COORDINATES (ANGSTROEM)
C -2.47 -0.29 0.05
C -0.42 0.02 -0.37
C -0.09 -1.15 0.33
C 1.96 -0.25 -0.36
C 0.83 0.77 -0.49
H -2.62 -1.06 -0.58
H -1.76 -1.00 0.90
H -3.51 0.46 0.52
H -1.00 -1.79 0.73
H 2.82 0.13 0.26
H 2.18 -0.52 -1.38
H 1.02 1.34 -1.32
H -0.14 1.59 1.32
O -1.60 0.65 -0.41
O 1.22 -1.43 0.24
O 0.91 1.57 0.75

The relative energy (zero: lowest compared OMol25 entry of this formula, charge and spin) comes out at 698.6 kJ/mol. The value obtained for the LUMO energy is 0.02637 Ha. The HOMO-LUMO gap is 0.3259 Ha. The calculated total energy comes out at -11450.27872 eV.

And the Löwdin charges, in e, turn out to be:
1 C -0.14
2 C -0.29
3 C -0.11
4 C -0.02
5 C -0.28
6 H 0.04
7 H 0.10
8 H 0.20
9 H 0.13
10 H 0.15
11 H 0.12
12 H 0.12
13 H 0.25
14 O -0.07
15 O -0.06
16 O -0.11


# 5
Molecular formula: C5H8O3
Method: DFT, the ωB97M-V functional and the def2-TZVPD basis

CARTESIAN COORDINATES (ANGSTROEM)
O -2.21 -0.46 -0.81
C -1.20 0.13 -1.17
C -0.70 1.48 -0.66
C 0.70 1.23 -0.15
C 0.85 0.32 1.04
C 0.99 -0.23 -0.34
O -0.11 -0.62 -1.39
H -0.71 2.17 -1.51
H -1.40 1.87 0.09
H 1.48 1.96 -0.36
H 1.76 0.41 1.64
H -0.05 0.09 1.62
H 1.95 -0.62 -0.68
O -0.13 -2.51 0.71
H -0.10 -3.04 1.51
H -1.12 -2.17 0.48

The relative energy (zero: lowest compared OMol25 entry of this formula, charge and spin) comes out at 283.1 kJ/mol. The structure (SMILES) is O=C1C[C@H]2C[C@H]2O1.O. The value obtained for the LUMO energy is 0.02254 Ha. The HOMO-LUMO gap is 0.3861 Ha. The calculated total energy comes out at -11454.58525 eV.

And the Löwdin charges, in e, turn out to be:
1 O 0.09
2 C -0.46
3 C -0.05
4 C -0.23
5 C -0.05
6 C -0.14
7 O 0.01
8 H 0.13
9 H 0.13
10 H 0.14
11 H 0.12
12 H 0.12
13 H 0.15
14 O -0.11
15 H 0.03
16 H 0.12


# 6
Molecular formula: C5H8O3
Method: DFT, the ωB97M-V functional and the def2-TZVPD basis

CARTESIAN COORDINATES (ANGSTROEM)
C -1.49 -0.66 -0.51
C -0.37 -0.52 0.52
C 0.39 0.54 -0.30
C 0.30 -1.92 0.67
C 0.38 1.98 0.12
O -2.40 -1.45 -0.58
O -1.29 0.40 -1.26
O 1.26 0.16 -1.21
H -0.63 -0.16 1.46
H 0.95 -1.84 1.53
H 1.04 -2.20 -0.08
H -0.43 -2.61 0.73
H -0.01 2.68 -0.62
H 1.30 2.39 0.43
H -0.25 2.33 0.99
H 1.26 0.88 -1.89

The relative energy (zero: lowest compared OMol25 entry of this formula, charge and spin) comes out at 192.0 kJ/mol. The value obtained for the LUMO energy is 0.01045 Ha. The HOMO-LUMO gap is 0.3645 Ha. The calculated total energy comes out at -11455.52901 eV.

And the Löwdin charges, in e, turn out to be:
1 C -0.57
2 C -0.16
3 C -0.29
4 C -0.01
5 C 0.00
6 O 0.11
7 O 0.03
8 O 0.12
9 H 0.13
10 H 0.07
11 H 0.09
12 H 0.04
13 H 0.10
14 H 0.07
15 H 0.11
16 H 0.17


# 7
Molecular formula: C5H8O3
Method: DFT, the ωB97M-V functional and the def2-TZVPD basis

CARTESIAN COORDINATES (ANGSTROEM)
C 0.14 2.07 -1.27
C -0.58 0.32 0.26
C 1.19 -0.37 1.43
C 0.90 -1.47 0.74
C -0.57 -1.09 0.27
H -0.54 1.95 -2.52
H 1.36 2.27 -0.99
H -0.47 2.70 -0.44
H -1.40 1.07 0.43
H 2.07 0.01 1.97
H 1.30 -2.38 0.88
H -1.18 -1.65 0.96
H -0.62 -0.48 -1.74
O -0.42 0.65 -0.92
O 0.48 0.72 1.15
O -0.94 -1.40 -1.12

The relative energy (zero: lowest compared OMol25 entry of this formula, charge and spin) comes out at 759.8 kJ/mol. The value obtained for the LUMO energy is 0.01469 Ha. The HOMO-LUMO gap is 0.3361 Ha. The calculated total energy comes out at -11449.64393 eV.

And the Löwdin charges, in e, turn out to be:
1 C 0.05
2 C -0.52
3 C -0.17
4 C 0.06
5 C -0.24
6 H 0.22
7 H 0.15
8 H 0.10
9 H 0.18
10 H 0.13
11 H 0.07
12 H 0.15
13 H 0.18
14 O -0.23
15 O -0.01
16 O -0.13


# 8
Molecular formula: C5H8O3
Method: DFT, the ωB97M-V functional and the def2-TZVPD basis

CARTESIAN COORDINATES (ANGSTROEM)
C 1.56 -0.73 -0.91
O 0.79 0.11 -1.70
C 0.12 0.95 -0.69
C -1.18 0.50 -0.44
C -1.29 -0.17 1.05
C 0.23 -0.52 1.08
O 0.71 -1.49 0.12
O 0.76 0.98 0.69
H 2.27 -1.35 -1.52
H 2.17 0.12 -0.28
H 0.34 2.01 -0.92
H -1.52 -0.35 -1.11
H -1.99 1.14 -0.39
H -1.74 0.66 1.86
H -1.73 -1.09 1.16
H 0.49 -0.79 2.00

The relative energy (zero: lowest compared OMol25 entry of this formula, charge and spin) comes out at 450.1 kJ/mol. The structure (SMILES) is C1O[C@H]2CC[C@@H](O1)O2. The value obtained for the LUMO energy is 0.03435 Ha. The HOMO-LUMO gap is 0.3936 Ha. The calculated total energy comes out at -11452.85385 eV.

And the Löwdin charges, in e, turn out to be:
1 C -0.17
2 O -0.05
3 C -0.31
4 C -0.12
5 C -0.04
6 C -0.22
7 O -0.06
8 O -0.11
9 H 0.15
10 H 0.17
11 H 0.17
12 H 0.16
13 H 0.09
14 H 0.18
15 H 0.07
16 H 0.10


# 9
Molecular formula: C5H8O3
Method: DFT, the ωB97M-V functional and the def2-TZVPD basis

CARTESIAN COORDINATES (ANGSTROEM)
C 2.07 -0.99 0.10
O 0.79 -1.38 -0.51
C -0.15 -0.43 -0.28
C -1.37 -0.69 -0.27
C -2.58 0.00 0.12
O -3.64 -0.58 -0.17
C 0.29 0.85 0.32
O 0.29 1.99 -0.68
H 1.93 -0.58 1.18
H 2.55 0.03 -0.41
H 2.56 -1.92 -0.24
H -1.22 -1.71 -1.03
H -2.72 1.13 0.26
H -0.65 0.94 1.04
H 1.37 0.58 0.90
H 0.48 2.78 -0.30

The relative energy (zero: lowest compared OMol25 entry of this formula, charge and spin) comes out at 639.6 kJ/mol. The structure (SMILES) is CO/C(=C/C=O)CO. The value obtained for the LUMO energy is 0.00269 Ha. The HOMO-LUMO gap is 0.3504 Ha. The calculated total energy comes out at -11450.89020 eV.

And the Löwdin charges, in e, turn out to be:
1 C -0.07
2 O -0.09
3 C -0.41
4 C -0.04
5 C -0.23
6 O 0.01
7 C -0.14
8 O -0.02
9 H 0.09
10 H 0.15
11 H 0.10
12 H 0.22
13 H 0.15
14 H 0.14
15 H 0.11
16 H 0.01


# 10
Molecular formula: C5H8O3
Method: DFT, the ωB97M-V functional and the def2-TZVPD basis

CARTESIAN COORDINATES (ANGSTROEM)
O -2.35 -1.20 -0.31
C -1.54 -0.09 -0.38
C -1.27 1.01 0.74
C -0.19 0.24 0.20
C 1.04 0.89 -0.45
O 2.30 0.00 -0.24
C 1.68 -1.17 0.17
O 0.64 -0.65 0.99
H -1.65 -1.85 0.08
H -1.68 0.49 -1.35
H -1.76 2.07 0.38
H -1.50 0.87 1.84
H 1.17 1.14 -1.49
H 1.20 1.93 0.03
H 2.51 -1.93 0.57
H 1.38 -1.76 -0.76

The relative energy (zero: lowest compared OMol25 entry of this formula, charge and spin) comes out at 478.4 kJ/mol. The structure (SMILES) is O[C@H]1C[C@]12COCO2. The value obtained for the LUMO energy is 0.02590 Ha. The HOMO-LUMO gap is 0.3773 Ha. The calculated total energy comes out at -11452.56083 eV.

And the Löwdin charges, in e, turn out to be:
1 O -0.01
2 C -0.28
3 C -0.02
4 C -0.44
5 C -0.02
6 O -0.11
7 C -0.26
8 O -0.04
9 H 0.16
10 H 0.16
11 H 0.17
12 H 0.13
13 H 0.11
14 H 0.15
15 H 0.17
16 H 0.14


- calculated total energy of number 1 (C5H8O2S)?
  -20241.80534 eV